Here is C15H36F9O15S9Zn as an isolated structure from OMol25. Energies are from ωB97M-V with the def2-TZVPD basis set.

Geometry as XYZ:
```
85
Properties=species:S:1:pos:R:3:forces:R:3
H 2.3108 -4.2144 -1.7215 0.010 -0.333 0.082
C 0.7245 -3.7620 2.5932 0.662 -1.082 1.034
O 0.3294 -1.5639 0.4269 -0.159 1.074 -0.312
H 3.5951 1.3572 -2.7000 0.616 -0.163 0.423
S -0.5913 -0.4448 0.5597 0.391 0.122 1.721
H 5.9872 -5.1533 -2.8061 -0.187 0.521 -0.038
H 3.5463 -0.6754 -0.4907 -0.018 -0.019 0.072
O -0.0381 0.8223 1.1014 -0.939 -2.077 -2.114
C 5.0961 -5.1003 -2.1806 -0.429 0.137 0.782
S -0.3439 -5.2510 2.2729 1.421 1.921 -0.407
F 3.1374 5.0749 0.5158 -0.171 0.413 0.399
H -5.7768 0.0377 -2.1819 0.277 -0.537 0.452
H -1.7590 -3.5644 1.4666 -0.245 0.044 -0.112
O 0.7141 3.4824 0.6744 1.254 -1.185 -0.216
H 1.3314 -3.4009 1.7628 -0.436 -0.091 -0.094
H 5.0890 -0.1017 -1.1599 -0.114 0.266 -0.144
S -6.4718 0.4882 0.0344 -1.563 0.713 -0.943
H -2.7714 0.7663 3.5642 0.237 -0.401 0.139
H -4.4510 1.0397 -1.4800 0.050 -0.592 0.740
F 4.5467 1.9168 4.5582 0.342 0.413 1.226
H -3.5615 -0.1186 -5.1873 -0.340 -0.218 0.409
C 2.9705 1.7172 -1.8825 0.090 -0.293 0.118
O -0.5738 2.6062 2.9989 -0.386 0.186 0.096
F 4.8636 0.8463 2.7689 0.139 -0.551 0.482
O 4.2021 -2.7989 -3.2233 0.299 -0.943 2.594
C -2.5830 1.5847 4.2590 -1.119 -0.387 -1.063
H -5.9173 1.6786 -2.0442 -0.564 0.448 0.621
H 2.6930 2.7265 -2.1864 -0.217 -0.007 0.593
F 2.2739 6.7399 -0.6176 -0.673 2.529 1.359
F -1.6888 -1.2147 -1.7340 0.937 0.675 0.362
H 2.4497 -2.8427 -0.6812 0.368 0.123 0.223
O 2.6526 1.7716 0.7964 1.279 -0.470 -0.836
H -6.8083 2.0508 1.9100 -0.051 -0.617 -0.060
H -2.9708 4.8113 4.2254 -0.174 -0.175 0.176
O -1.1487 -5.3690 3.5232 -0.438 0.019 -0.667
H -0.5378 -3.7436 0.2488 0.431 -0.408 0.282
F 2.7901 5.0618 -1.5847 -0.321 -1.873 -0.725
H -2.1651 -0.1587 -7.7114 -0.456 -0.018 0.530
C -5.5212 0.8331 -1.4818 -0.095 0.700 -0.927
S -2.6152 -2.1010 -6.1119 -1.122 0.497 -2.151
H -1.8330 -4.9785 0.3680 -0.061 0.030 0.046
O -0.1279 5.6183 1.0491 1.200 0.227 -1.654
S 0.4987 4.7505 0.0375 -2.628 1.667 -0.798
S 2.6601 0.0133 4.0603 -1.474 -1.976 1.827
H 2.1190 1.0370 -1.8643 -0.122 0.260 0.321
O -3.9058 -2.3911 -6.8659 1.353 0.138 0.646
C 4.4287 0.7165 4.0576 -2.336 -0.761 -2.157
S -2.0596 2.8780 3.0305 1.596 0.188 3.196
C -1.9924 4.3336 4.1742 -0.702 0.341 -0.753
H -0.8910 -0.4748 -6.4534 -0.104 0.298 0.039
H 4.9540 -0.3720 0.5676 -0.300 0.454 0.200
O 2.1425 0.1351 5.4243 1.138 0.703 -1.152
H -1.3432 5.0668 3.6955 0.146 -0.241 -0.235
H 3.0877 -4.4313 -0.0920 0.093 0.095 -0.078
Zn 1.0877 2.1442 2.0462 -0.062 -0.329 -0.447
O 1.8201 0.6942 3.0794 0.478 1.036 0.188
O 2.8491 -1.3560 3.6395 0.739 0.400 -0.129
H 0.1689 -2.9691 3.0939 -0.436 -0.030 -0.542
F -0.0748 0.2495 -2.0085 -0.659 0.018 0.350
C -6.1951 2.0246 1.0092 0.142 0.257 -0.310
O -1.8442 -0.7491 1.2179 0.129 -0.024 -0.616
O -0.1757 4.6003 -1.2598 1.302 0.689 1.548
H -1.6050 4.1133 5.1689 -0.068 -0.484 -0.243
S 4.5462 -3.4019 -1.8267 -0.630 0.886 -2.353
H -3.5486 1.7432 4.7391 -0.126 0.634 -0.206
H -1.9062 1.2458 5.0433 0.674 0.659 -0.461
S 3.7745 1.7061 -0.2004 0.069 -0.310 -0.837
H -1.0219 -1.4494 -7.8703 -0.206 -0.423 0.096
H -3.6909 -1.7712 -4.2594 -0.252 0.923 0.782
O -7.9117 0.5332 -0.4955 1.736 -0.024 0.933
H 4.2760 -5.6651 -2.6240 0.061 0.003 0.041
C 2.9446 -3.7756 -0.9509 0.391 0.026 -1.150
C 4.4076 -0.0317 -0.3121 -0.542 0.197 -0.105
F -2.0893 0.8443 -1.1920 1.679 -0.633 -0.335
H -2.1065 -0.8053 -4.3475 -0.412 0.213 0.842
C -1.0770 -0.1115 -1.2039 -2.033 0.234 0.165
H 5.3620 -5.4695 -1.1901 -0.073 -0.424 -0.010
H -5.1452 2.0797 1.2970 0.080 -0.159 -0.047
C 2.2632 5.4653 -0.4249 -0.246 -1.603 -0.152
C -1.6205 -0.9084 -7.1374 0.378 -0.544 0.305
C -3.0962 -1.0058 -4.7581 1.162 -0.854 -1.480
F 5.0886 -0.2394 4.6678 1.233 0.537 0.503
C -1.1768 -4.3105 0.9259 -1.110 -0.333 0.586
H -6.4558 2.9386 0.4757 0.019 -0.217 -0.462
H 1.4063 -4.0985 3.3741 0.197 -0.109 -0.008
```
Forces are in eV/Å.

Total charge: -1
M (u): 981.4
Energy relative to the best compared isomer or geometry (same formula, charge and spin) (eV): 0.282
Kohn-Sham gap (eV): 8.56
E_tot (eV): -217241.8641

=====

Here is a 3-piece molecular cluster, C15H36FN2O5 overall from OMol25. Energies are from ωB97M-V with the def2-TZVPD basis set.

Geometry as XYZ:
```
59
Properties=species:S:1:pos:R:3:forces:R:3
C -0.5368 0.4564 3.6282 0.000 0.064 -0.143
H 3.3511 3.7760 -4.6071 -0.096 -0.077 0.101
H -4.1015 -1.8196 2.2813 -0.351 0.692 0.647
O 2.3828 -1.5929 1.3524 0.101 0.167 -0.188
H -1.6329 -3.2383 1.9337 -0.073 0.030 0.095
C 2.5368 1.0388 -4.1714 -0.276 0.111 -0.040
H -1.9704 -0.5818 4.8025 0.000 0.007 -0.014
C -1.0081 -2.4164 2.2912 -0.322 -0.122 -0.226
H -0.4870 -1.4989 4.6311 0.104 -0.011 -0.107
H -0.1854 -2.8315 2.8814 0.061 0.098 0.011
H -4.5097 -1.6990 5.3417 -0.031 0.030 -0.045
C 2.5832 3.9093 -5.3782 0.127 0.110 -0.274
C 2.8224 -0.5634 2.2291 0.100 -0.205 0.311
F -3.2927 -4.5338 1.8496 0.197 0.200 -0.274
C -4.3689 -2.6538 2.9435 -0.355 -1.490 -1.730
H 3.0166 1.8547 -3.6148 0.136 -0.107 0.080
N 1.6150 1.5462 -5.1816 0.173 0.065 0.050
O -5.5723 -2.3688 3.6771 0.349 0.574 0.184
H 3.7295 -0.9335 2.7178 0.010 0.035 0.004
H 0.7955 1.9178 -4.7189 -0.016 -0.053 0.000
C 2.0894 -1.1524 0.0418 -0.116 -0.214 0.146
H 2.2173 0.3787 4.0554 -0.009 -0.003 0.015
H -0.2421 1.0390 4.5088 0.043 -0.046 0.019
O -1.8365 -1.5593 3.0609 0.975 0.330 0.104
H 1.4217 2.8191 -6.7912 0.056 0.052 -0.032
H 3.0399 4.5271 -6.1570 -0.022 0.007 0.005
C -1.1849 -0.8490 4.0867 -0.263 0.077 0.084
H -4.9020 -3.4792 1.0463 0.504 -0.258 -0.155
O 0.9613 0.9410 -2.3381 -0.173 -0.096 -0.188
H 3.0872 0.3474 1.6824 -0.131 -0.001 -0.073
N 0.6094 0.3721 2.7233 0.088 0.005 0.084
C 1.8204 0.1632 -3.1624 0.296 0.081 0.154
H -1.3048 1.0363 3.1103 -0.038 -0.014 0.053
H -0.9693 1.2231 -1.7694 0.061 0.004 0.016
H 0.6500 5.2202 -3.1118 0.039 0.026 -0.042
H -0.6506 -0.3671 -2.4783 -0.029 -0.003 -0.051
H 1.2818 -0.6518 -3.6544 -0.097 0.095 -0.051
C 2.1765 2.5907 -6.0340 -0.262 -0.077 0.018
H 1.9156 -2.0382 -0.5696 0.010 -0.022 0.052
H 3.3202 0.4545 -4.6637 0.006 0.019 -0.018
H -0.7515 1.0814 -3.5210 -0.054 -0.115 -0.042
H -3.5132 -2.8430 3.5821 -0.197 -0.114 0.322
H 0.3214 -0.1372 1.8978 0.001 -0.035 0.027
O 1.4996 4.6705 -4.8777 0.105 -0.094 0.131
H 1.5282 -1.2331 3.7717 0.140 -0.022 0.080
H 2.9269 -0.5931 -0.3870 -0.025 0.087 0.042
H -6.2715 -1.9281 5.5125 0.067 0.043 0.043
C -4.6147 -3.8834 2.0344 -0.668 0.106 0.961
C -5.3633 -2.3321 5.0525 -0.313 -0.096 0.159
H 1.1849 -0.5387 0.0165 0.088 0.142 -0.117
H 1.8899 3.9659 -2.9480 -0.004 -0.087 -0.028
H 3.0412 2.1796 -6.5656 0.042 0.010 0.056
C 1.0677 4.3242 -3.5718 -0.168 0.175 -0.125
C 1.7820 -0.2777 3.2946 -0.232 -0.008 -0.237
H 0.2732 3.5749 -3.6065 0.070 -0.098 0.136
H -0.6136 -1.8935 1.4124 0.189 -0.018 0.043
H 2.5680 -0.2850 -2.5039 0.021 -0.044 -0.053
C -0.4196 0.6991 -2.5499 0.053 0.093 0.135
H -5.2033 -3.3340 5.4822 0.109 -0.001 -0.118
```
Forces are in eV/Å.

Total charge: -1
M (u): 343.5
Energy relative to the best compared isomer or geometry (same formula, charge and spin) (eV): 0.000
Kohn-Sham gap (eV): 3.27
E_tot (eV): -32068.2787

=====

Here is C15H36KN7O3 as an isolated structure from OMol25. Energies are from ωB97M-V with the def2-TZVPD basis set.

Geometry as XYZ:
```
62
Properties=species:S:1:pos:R:3:forces:R:3
N -2.8224 0.2050 -2.1986 -0.245 -0.462 0.237
K -0.0772 0.0134 -0.9777 -1.468 -0.598 0.046
N -1.9342 -0.8679 0.8042 -0.528 0.354 -0.106
C -2.2425 -2.2125 0.3476 0.319 -0.394 -0.087
H -1.2857 -3.9943 -0.3626 0.104 0.080 -0.011
H 1.8110 3.7096 -0.0721 0.316 0.062 0.004
O 1.9559 0.7833 -2.1293 0.723 -0.725 -0.915
C 2.4615 -1.5334 0.9024 0.128 0.032 0.183
H -2.2438 0.3453 2.4679 -0.080 0.069 0.004
H 1.9868 -3.3452 -3.2393 0.048 0.074 -0.076
H -3.0754 -2.1836 -0.3605 -0.105 0.007 0.068
H -2.5498 -2.8332 1.1979 -0.045 0.015 -0.055
N 2.8189 3.6470 -0.2498 0.018 0.253 0.092
H 3.5336 -1.8036 0.8755 -0.104 -0.040 0.058
H 2.8895 0.5521 0.7973 0.038 0.046 0.059
H 1.4930 -1.6792 -2.9078 0.107 0.063 -0.137
N 2.9391 2.3621 -0.8548 0.145 0.241 -0.079
H -2.2508 2.9360 2.9897 0.004 -0.068 0.100
H -0.0283 -4.2418 -2.2499 -0.032 0.010 -0.021
H -1.2281 1.4316 0.9651 0.023 -0.124 -0.017
C 2.3535 -0.1188 1.4707 0.309 -0.474 0.008
H -0.3529 -3.1092 -3.5661 -0.094 -0.036 0.057
H -0.4895 3.4836 1.3075 -0.029 0.009 -0.118
C -0.0033 -3.1762 -2.5324 0.406 -0.115 -0.156
C -1.5273 3.3396 0.9826 -0.196 0.496 0.336
H -0.8105 -1.2889 3.9404 0.025 -0.084 0.087
H 1.8863 -3.6519 -0.6325 0.036 -0.027 -0.010
C 1.7994 1.7823 -1.4117 0.955 0.944 0.078
H -1.8146 -2.3898 -2.1297 0.036 0.156 -0.049
C -1.9726 -0.6875 2.2425 0.180 -0.332 0.373
H 3.0199 4.3796 -0.9408 -0.195 -0.351 0.063
H -0.1834 -1.8564 2.3877 0.072 -0.208 0.065
N 0.9839 0.3488 1.5878 0.031 0.603 -0.037
H 0.9536 1.3197 1.3075 0.088 0.124 0.101
C 0.3748 0.1526 2.8890 -0.164 -0.513 0.217
C -0.6275 -1.0075 2.9022 -0.166 0.356 0.148
H 1.1523 -0.0637 3.6381 -0.068 0.132 -0.042
H 2.1967 -0.7780 -0.9399 0.064 -0.056 -0.025
O -1.7096 2.0622 0.4211 -0.155 -0.375 -0.024
C 2.1721 -2.7528 -1.1904 0.197 -0.138 -0.206
H -0.1330 1.0666 3.2170 0.002 0.019 -0.035
H -2.4359 4.6141 2.4757 0.013 0.168 0.101
H 2.8606 -0.1008 2.4485 0.021 0.083 -0.125
H -1.7322 4.0596 0.1887 0.099 -0.011 -0.016
C -2.4879 3.5812 2.1455 0.195 -0.107 -0.330
N 1.8517 -1.5788 -0.4074 0.547 -0.079 0.025
H -2.5604 -0.2121 0.3566 -0.126 0.036 -0.007
H -0.7156 2.4371 -2.5130 0.074 0.102 -0.011
O 0.7044 2.2602 -1.0478 -0.292 1.309 0.246
H -1.0790 1.8963 -4.1652 -0.041 0.011 -0.016
H 1.9576 -2.2538 1.5591 0.067 -0.012 0.004
H -2.1806 3.0298 -3.3376 -0.018 0.014 -0.050
C 1.4513 -2.7036 -2.5358 -0.148 -0.254 0.187
H -3.5030 3.3671 1.8176 -0.093 0.002 0.035
C -1.5182 2.1762 -3.2086 0.546 0.716 -0.255
H -2.7455 -1.3249 2.7064 0.020 0.128 -0.099
H 3.8218 2.1827 -1.3075 -0.126 -0.016 0.059
C -2.2382 1.0803 -2.6487 -0.622 -0.297 -0.070
C -1.0747 -2.9083 -0.3507 -0.308 -0.305 0.171
N -0.8971 -2.3919 -1.6965 -0.530 -0.364 -0.315
H -0.1571 -2.7446 0.2069 0.111 -0.011 0.163
H 3.2585 -2.8110 -1.3816 -0.086 -0.140 0.123
```
Forces are in eV/Å.

Total charge: 0
M (u): 401.6
Energy relative to the best compared isomer or geometry (same formula, charge and spin) (eV): 1.360
Kohn-Sham gap (eV): 8.51
E_tot (eV): -49038.0031

=====

Q: Which of these has the highest M?
A: C15H36F9O15S9Zn

=====

Q: Look up the M of the first one.
A: 981.4 u

=====

Q: The highest Kohn-Sham gap belongs to which entry?
A: C15H36F9O15S9Zn

=====

Q: Among the records above, which one has the highest total charge?
A: C15H36KN7O3